The following is a DFT calculation (ωB97M-V with the def2-TZVPD basis set) of C32H34N5ORuS2 as an isolated structure.

Structure (XYZ):
```
75
Properties=species:S:1:pos:R:3:forces:R:3:lowdin_charge:R:1
Ru -0.6241 0.0673 1.0243 0.2 0.2 0.8 1.213
C 0.7759 -2.6733 1.7965 0.2 -0.1 0.1 -0.112
N 0.4819 -1.3682 2.4148 -0.9 0.0 -0.2 -0.274
C -0.3978 -1.6048 3.5828 0.4 -0.2 0.2 -0.074
C 1.6724 -0.6461 2.8396 0.1 -0.5 0.0 -0.226
C 2.8438 -1.2815 3.1908 0.0 0.0 0.1 -0.030
C 3.9088 -0.5448 3.7073 -0.1 0.0 0.0 -0.091
C 3.7413 0.8132 3.9153 0.0 0.0 0.0 -0.087
C 2.5645 1.4586 3.5458 0.0 0.0 0.1 -0.020
C 1.5352 0.7436 2.9264 -0.1 0.3 0.1 -0.260
N 0.3528 1.2058 2.3955 0.5 0.4 -0.7 -0.058
C -0.1486 2.5031 2.3984 0.2 -0.1 0.3 -0.220
C 0.5500 3.7060 2.4877 0.0 0.0 0.0 -0.018
C -0.1358 4.9167 2.5068 0.0 0.0 0.0 -0.084
C -1.5170 4.9523 2.4225 0.1 0.0 0.0 -0.086
C -2.2149 3.7570 2.2708 0.0 0.0 0.0 -0.020
C -1.5326 2.5602 2.2381 -0.5 0.1 0.1 -0.211
N -2.2029 1.2733 2.0471 0.1 -0.5 -0.5 -0.269
C -2.6766 0.7282 3.3296 0.0 0.2 0.1 -0.062
C -3.3638 1.3798 1.1293 -0.2 0.0 0.2 -0.097
H 1.1226 -3.3823 2.5548 0.0 0.0 0.0 0.087
H 1.5302 -2.5562 1.0256 0.0 0.0 0.0 0.082
H -0.1311 -3.0582 1.3436 0.0 0.0 0.0 0.030
H 0.0450 -2.3640 4.2375 0.0 0.0 0.0 0.099
H -1.3678 -1.9545 3.2395 0.0 0.0 0.0 0.059
H -0.5037 -0.6824 4.1398 0.0 0.0 0.0 0.071
H 2.9332 -2.3546 3.0858 0.0 0.0 0.0 0.107
H 4.8305 -1.0396 3.9802 0.0 0.0 0.0 0.099
H 4.5398 1.3942 4.3600 0.0 0.0 0.0 0.103
H 2.4545 2.5102 3.7521 0.0 0.0 -0.1 0.087
H 1.6282 3.7108 2.4872 0.0 0.0 0.1 0.093
H 0.4271 5.8390 2.5765 0.0 0.0 0.0 0.103
H -2.0507 5.8922 2.4558 0.0 0.0 0.0 0.100
H -3.2917 3.7696 2.1647 0.0 0.0 0.0 0.110
H -3.5204 1.3207 3.6961 0.0 0.0 0.0 0.098
H -1.8760 0.7756 4.0604 0.0 0.0 0.0 0.081
H -2.9966 -0.3025 3.1911 0.0 0.0 0.0 0.080
H -4.1920 1.8958 1.6235 0.0 0.0 0.0 0.085
H -3.6852 0.3783 0.8587 0.0 0.0 0.0 0.039
H -3.0682 1.9076 0.2350 0.0 0.0 0.0 0.078
C 2.5797 0.4452 -0.1566 0.0 0.0 0.0 0.014
C 1.2968 0.1627 -0.8625 0.0 0.0 0.1 -0.272
N 0.5631 -0.8633 -0.5288 0.2 -0.5 -0.1 -0.070
N -0.3186 -1.2928 -1.5425 0.1 0.1 0.0 -0.053
C -1.4572 -1.7316 -1.1781 -0.1 -0.3 0.1 -1.065
S -2.1092 -1.7116 0.4553 0.0 0.3 -0.4 0.585
S -2.5478 -2.3992 -2.3866 -0.1 0.1 0.1 0.905
C -1.7370 -1.9292 -3.9476 0.0 -0.1 0.0 -0.414
C -0.8152 -2.9760 -4.5124 0.0 0.0 0.0 -0.291
C -1.3223 -3.9975 -5.3100 0.0 0.0 0.0 -0.055
C -0.4836 -4.9665 -5.8420 0.0 0.0 0.0 -0.089
C 0.8790 -4.9245 -5.5794 0.0 0.0 0.0 -0.099
C 1.3933 -3.9061 -4.7885 0.0 0.0 0.0 -0.085
C 0.5529 -2.9364 -4.2603 0.0 0.0 0.0 -0.046
C 0.7888 1.0707 -1.8769 0.0 0.0 -0.1 -0.144
C 1.4484 1.4050 -3.0584 0.0 0.0 0.1 -0.034
C 0.8165 2.1792 -4.0102 -0.1 0.1 0.0 -0.096
C -0.4733 2.6468 -3.7442 0.1 0.0 -0.1 -0.082
C -1.1160 2.3573 -2.5568 -0.1 0.0 0.0 -0.004
C -0.4988 1.5583 -1.5846 -0.1 0.2 0.0 -0.316
O -1.1216 1.3498 -0.4276 -0.1 0.1 -0.2 -0.232
H 3.0403 -0.4681 0.2142 0.0 0.0 0.0 0.087
H 2.4175 1.1157 0.6881 0.0 0.1 -0.1 0.079
H 3.2551 0.9550 -0.8451 0.0 0.0 0.0 0.091
H -1.2181 -0.9911 -3.7591 0.0 0.0 0.0 0.071
H -2.5724 -1.7486 -4.6245 0.0 0.0 0.0 0.075
H -2.3869 -4.0351 -5.5148 0.0 0.0 0.0 0.112
H -0.8934 -5.7506 -6.4661 0.0 0.0 0.0 0.100
H 1.5353 -5.6821 -5.9888 0.0 0.0 0.0 0.098
H 2.4563 -3.8652 -4.5841 0.0 0.0 0.0 0.100
H 0.9469 -2.1399 -3.6425 0.0 0.0 0.0 0.095
H 2.4443 1.0162 -3.2406 0.0 0.0 0.0 0.115
H 1.3060 2.4102 -4.9460 0.0 0.0 0.0 0.097
H -0.9795 3.2610 -4.4790 0.0 0.0 0.0 0.102
H -2.1095 2.7362 -2.3507 0.0 0.0 0.0 0.115
```
Positions in Å, forces in eV/Å.

Kohn-Sham gap (alpha / beta) ... 7.1568 / 6.3867 eV
2S+1 ... 2
Energy above the lowest of the compared OMol25 structures with the same formula, charge and spin ... 3.9 kcal/mol
Total energy ... -67485.677 eV
Highest occupied orbital energy (alpha / beta) ... -0.265 / -0.262 Ha